1.
Computed, not measured: a cluster of 19 separate species, C76H95N19 in total in a non-equilibrium geometry, with ωB97M-V with the def2-TZVPD basis set.

## Properties
Calculated total energy, eV: -108658.582
Max |F|, eV/A: 5.51
Kohn-Sham gap, eV: 7.918

Cartesian coordinates (Å):
N1 3.336 -2.401 -2.691
C1 2.174 -1.879 -3.165
C2 1.268 -1.905 -2.102
C3 1.872 -2.576 -1.012
C4 3.162 -2.811 -1.388
H1 4.185 -2.318 -3.241
H2 2.182 -1.303 -4.107
H3 0.271 -1.495 -2.029
H4 1.508 -2.745 -0.008
H5 3.961 -3.244 -0.829
N2 3.307 7.890 0.903
C5 4.037 7.750 -0.231
C6 3.256 7.048 -1.091
C7 2.000 6.864 -0.504
C8 2.053 7.413 0.753
H6 3.706 8.312 1.796
H7 5.096 7.918 -0.246
H8 3.510 6.632 -2.055
H9 1.108 6.438 -1.060
H10 1.360 7.558 1.577
N3 2.063 -2.539 2.493
C9 2.308 -1.219 2.606
C10 1.166 -0.579 3.026
C11 0.197 -1.567 3.236
C12 0.757 -2.765 2.932
H11 2.699 -3.250 2.206
H12 3.231 -0.745 2.284
H13 1.025 0.480 3.227
H14 -0.766 -1.317 3.648
H15 0.451 -3.811 2.936
N4 -2.222 6.289 3.000
C13 -1.503 6.219 4.207
C14 -0.260 5.740 3.850
C15 -0.178 5.622 2.437
C16 -1.435 5.904 1.946
H16 -3.175 6.601 3.002
H17 -1.910 6.545 5.118
H18 0.591 5.400 4.447
H19 0.712 5.305 1.927
H20 -1.790 5.880 0.946
N5 5.262 1.678 -1.026
C17 4.535 2.547 -0.296
C18 3.371 1.890 0.135
C19 3.389 0.624 -0.538
C20 4.545 0.532 -1.221
H21 6.152 1.879 -1.440
H22 4.938 3.522 -0.058
H23 2.598 2.187 0.864
H24 2.516 -0.037 -0.612
H25 4.911 -0.261 -1.860
N6 -5.774 -0.576 -3.266
C21 -5.576 0.022 -2.056
C22 -6.532 -0.535 -1.198
C23 -7.395 -1.361 -1.925
C24 -6.850 -1.391 -3.215
H26 -5.158 -0.558 -4.060
H27 -4.787 0.744 -1.856
H28 -6.754 -0.143 -0.232
H29 -8.319 -1.842 -1.554
H30 -7.214 -1.928 -4.091
N7 1.702 -2.148 5.951
C25 0.753 -2.518 6.895
C26 1.507 -2.785 8.013
C27 2.795 -2.713 7.705
C28 2.972 -2.249 6.454
H31 1.514 -1.745 5.048
H32 -0.311 -2.630 6.746
H33 1.257 -2.999 9.045
H34 3.584 -2.903 8.445
H35 3.830 -1.995 5.832
N8 2.115 1.989 -3.522
C29 2.306 3.347 -3.346
C30 2.493 3.897 -4.559
C31 2.367 2.859 -5.536
C32 2.140 1.711 -4.844
H36 2.058 1.296 -2.795
H37 2.378 3.845 -2.393
H38 2.616 4.943 -4.728
H39 2.481 2.874 -6.584
H40 2.015 0.709 -5.180
N9 1.981 -5.117 -2.723
C33 0.604 -5.158 -2.568
C34 0.071 -6.073 -3.425
C35 1.209 -6.646 -4.183
C36 2.370 -6.033 -3.714
H41 2.650 -4.556 -2.257
H42 0.169 -4.584 -1.732
H43 -0.971 -6.288 -3.601
H44 1.119 -7.293 -5.039
H45 3.416 -6.190 -3.995
N10 -3.576 4.514 -4.463
C37 -2.371 4.427 -5.179
C38 -1.428 3.846 -4.371
C39 -2.004 3.697 -3.103
C40 -3.319 4.079 -3.151
H46 -4.397 4.941 -4.825
H47 -2.328 4.821 -6.208
H48 -0.388 3.569 -4.661
H49 -1.477 3.193 -2.364
H50 -4.087 4.056 -2.401
N11 -3.439 -1.916 2.644
C41 -3.831 -0.565 2.541
C42 -3.832 -0.055 3.804
C43 -3.491 -1.049 4.732
C44 -3.214 -2.194 4.007
H51 -3.247 -2.499 1.828
H52 -3.884 -0.113 1.524
H53 -4.007 0.911 4.220
H54 -3.578 -0.847 5.772
H55 -2.850 -3.149 4.365
N12 0.738 0.721 6.233
C45 -0.237 1.362 5.635
C46 0.300 2.402 4.923
C47 1.657 2.472 5.245
C48 1.936 1.407 6.056
H56 0.657 -0.121 6.777
H57 -1.256 1.057 5.778
H58 -0.120 3.105 4.205
H59 2.401 3.180 4.883
H60 2.804 1.078 6.589
N13 -3.414 1.116 -5.000
C49 -4.344 1.160 -6.005
C50 -4.552 -0.156 -6.425
C51 -3.681 -0.966 -5.704
C52 -2.995 -0.177 -4.813
H61 -2.873 1.888 -4.624
H62 -4.770 2.076 -6.348
H63 -5.225 -0.563 -7.156
H64 -3.681 -2.052 -5.907
H65 -2.314 -0.379 -4.010
N14 6.532 -0.573 3.050
C53 6.372 -0.430 4.401
C54 5.260 0.417 4.576
C55 4.949 0.887 3.325
C56 5.630 0.184 2.351
H66 7.278 -1.085 2.614
H67 6.951 -0.984 5.078
H68 4.825 0.618 5.546
H69 4.159 1.522 3.027
H70 5.572 0.150 1.260
N15 -2.762 2.817 1.019
C57 -3.071 3.115 2.302
C58 -4.457 3.305 2.373
C59 -4.959 3.207 1.044
C60 -3.924 2.840 0.211
H71 -1.918 2.370 0.661
H72 -2.285 3.202 2.965
H73 -5.129 3.544 3.182
H74 -6.033 3.202 0.797
H75 -3.785 2.486 -0.798
N16 -4.527 -3.151 -1.257
C61 -3.335 -3.771 -1.524
C62 -3.002 -4.605 -0.453
C63 -3.986 -4.384 0.529
C64 -4.933 -3.508 -0.005
H76 -5.114 -2.622 -1.926
H77 -2.757 -3.539 -2.421
H78 -2.143 -5.226 -0.374
H79 -4.201 -4.943 1.437
H80 -5.839 -3.161 0.454
N17 1.086 -3.510 -5.352
C65 0.053 -2.612 -5.427
C66 0.443 -1.564 -6.193
C67 1.775 -1.654 -6.461
C68 2.172 -2.859 -5.943
H81 1.226 -4.347 -4.777
H82 -0.909 -2.620 -4.988
H83 -0.283 -0.737 -6.382
H84 2.350 -0.867 -6.938
H85 3.146 -3.278 -5.793
N18 1.874 -6.483 3.137
C69 1.054 -6.124 2.048
C70 1.886 -5.761 1.035
C71 3.235 -5.891 1.504
C72 3.201 -6.433 2.747
H86 1.475 -6.771 4.064
H87 -0.006 -6.189 2.167
H88 1.654 -5.281 0.073
H89 4.129 -5.625 0.953
H90 3.929 -6.615 3.537
N19 -1.005 -0.811 0.394
C73 -2.138 -0.683 -0.353
C74 -1.892 0.367 -1.256
C75 -0.587 0.887 -0.965
C76 -0.066 0.096 0.016
H91 -0.960 -1.325 1.241
H92 -3.021 -1.216 -0.189
H93 -2.583 0.729 -2.008
H94 -0.145 1.721 -1.584
H95 0.889 0.115 0.556

2.
Computed, not measured: a cluster of 2 separate species, C25H32N3O3Si in total in a non-equilibrium geometry, with ωB97M-V with the def2-TZVPD basis set.

## Properties
Net charge: -1
Calculated total energy, eV: -44919.274
Max |F|, eV/A: 6.19
Kohn-Sham gap, eV: 3.203

Cartesian coordinates (Å):
C1 3.163 -0.417 3.632
C2 3.564 0.154 2.529
C3 3.865 0.630 1.015
C4 2.515 1.377 0.480
C5 1.250 0.509 0.103
C6 1.278 -1.085 0.289
O1 1.136 -1.842 -0.949
C7 2.019 -3.003 -0.866
C8 3.127 -3.112 -1.980
C9 4.121 -4.320 -1.891
C10 4.040 -5.417 -0.731
C11 2.891 -5.339 0.373
C12 1.915 -4.107 0.254
C13 -0.063 1.243 -0.468
C14 -1.385 0.442 -0.915
C15 -2.079 -0.412 0.277
O2 -3.416 0.057 0.622
Si1 -4.660 -0.826 -0.206
C16 -4.860 -0.393 -2.063
C17 -4.544 -2.733 -0.036
C18 -6.335 -0.319 0.649
C19 -0.019 2.820 -0.575
C20 -1.336 3.627 -1.106
C21 -2.336 3.749 0.191
N1 -1.623 3.321 1.465
C22 1.260 3.690 -0.160
N2 1.132 5.128 -0.273
C23 2.343 5.798 0.121
C24 3.631 5.052 0.608
N3 3.775 3.629 0.769
C25 2.546 2.976 0.368
H1 2.588 -0.829 4.546
H2 4.093 -0.312 0.368
H3 4.798 1.291 0.945
H4 0.362 -1.371 0.954
H5 2.201 -1.465 0.875
H6 3.158 -2.293 -2.798
H7 4.942 -4.433 -2.682
H8 4.788 -6.282 -0.660
H9 2.786 -6.102 1.228
H10 1.069 -4.010 1.044
H11 -2.209 1.103 -1.369
H12 -1.065 -0.290 -1.761
H13 -1.458 -0.362 1.261
H14 -2.052 -1.524 -0.069
H15 -5.844 -0.900 -2.425
H16 -5.022 0.749 -2.226
H17 -4.024 -0.807 -2.734
H18 -4.116 -3.062 0.979
H19 -5.638 -3.137 -0.072
H20 -4.009 -3.229 -0.940
H21 -6.457 0.811 0.449
H22 -6.266 -0.490 1.796
H23 -7.204 -0.890 0.158
H24 -1.813 3.069 -1.989
H25 -1.071 4.685 -1.491
H26 -2.736 4.817 0.344
H27 -3.178 2.986 0.010
H28 -1.879 2.349 1.706
H29 -1.969 3.900 2.263
H30 2.364 6.950 0.074
H31 4.552 5.705 0.873
O3 7.115 -3.550 -0.200
H32 6.281 -3.953 0.020

3.
Computed, not measured: a cluster of 8 separate species, C21H44Br14F3O3P3Si in total in a non-equilibrium geometry, with ωB97M-V with the def2-TZVPD basis set.

## Properties
Calculated total energy, eV: -1053123.497
Max |F|, eV/A: 4.27
Kohn-Sham gap, eV: 8.523
SMILES: CCP(C)[Si@H](CCC(F)=C(F)F)PP(=O)(O)O.BrCCBr.BrCCBr.BrCCBr.BrCCBr.BrCCBr.BrCCBr.BrCCBr

Cartesian coordinates (Å):
C1 -3.599 -6.423 -6.354
C2 -2.363 -5.495 -6.724
P1 -2.715 -3.903 -7.660
C3 -4.429 -3.813 -8.434
Si1 -2.751 -2.329 -6.067
C4 -0.931 -2.137 -5.417
C5 -0.724 -2.681 -3.930
C6 -1.019 -1.610 -2.794
F1 -1.556 -0.333 -3.010
C7 -0.736 -1.996 -1.459
F2 -0.071 -1.163 -0.559
F3 -1.159 -3.281 -1.098
P2 -4.050 -2.840 -4.357
P3 -6.128 -2.607 -4.977
O1 -7.045 -2.342 -3.779
O2 -6.541 -4.029 -5.817
O3 -6.233 -1.215 -5.962
H1 -4.503 -6.350 -7.028
H2 -3.916 -6.324 -5.256
H3 -3.235 -7.509 -6.441
H4 -1.603 -6.108 -7.304
H5 -1.865 -5.201 -5.732
H6 -5.145 -4.651 -8.189
H7 -4.951 -2.813 -8.233
H8 -4.284 -3.839 -9.571
H9 -3.174 -1.059 -6.692
H10 -0.305 -2.823 -6.092
H11 -0.534 -1.075 -5.575
H12 0.379 -2.966 -3.810
H13 -1.346 -3.603 -3.681
H14 -3.767 -1.850 -3.338
H15 -5.683 -4.498 -5.941
H16 -6.155 -1.447 -6.909
Br1 4.417 -3.409 1.219
C8 2.717 -2.494 1.480
C9 2.873 -1.322 2.415
Br2 3.003 -1.911 4.270
H17 2.004 -3.237 1.832
H18 2.421 -2.155 0.486
H19 1.989 -0.683 2.381
H20 3.759 -0.721 2.209
Br3 -0.166 1.901 6.527
C10 1.136 0.525 6.976
C11 2.468 1.132 7.331
Br4 3.408 1.717 5.728
H21 1.184 -0.155 6.126
H22 0.712 -0.001 7.833
H23 3.118 0.388 7.792
H24 2.389 1.997 7.989
Br5 7.224 -0.748 1.689
C12 6.816 -1.158 3.551
C13 8.032 -1.674 4.278
Br6 8.403 -3.528 3.808
H25 5.984 -1.862 3.546
H26 6.484 -0.212 3.982
H27 7.858 -1.682 5.355
H28 8.935 -1.104 4.064
Br7 1.739 5.377 8.033
C14 -0.160 5.815 8.019
C15 -0.467 6.890 7.007
Br8 0.074 8.647 7.653
H29 -0.430 6.091 9.037
H30 -0.663 4.883 7.753
H31 -1.542 6.966 6.843
H32 0.032 6.736 6.051
Br9 -2.797 5.445 -3.797
C16 -3.346 3.900 -2.744
C17 -2.930 2.610 -3.404
Br10 -4.095 2.174 -4.905
H33 -4.422 3.981 -2.597
H34 -2.843 4.019 -1.783
H35 -3.034 1.774 -2.712
H36 -1.911 2.632 -3.789
Br11 4.768 2.840 2.112
C18 4.070 4.338 3.149
C19 4.576 5.655 2.617
Br12 6.424 5.969 3.148
H37 4.341 4.159 4.188
H38 2.985 4.273 3.046
H39 4.011 6.483 3.048
H40 4.541 5.722 1.531
Br13 -0.575 3.787 2.941
C20 0.135 2.111 2.244
C21 -0.969 1.125 1.951
Br14 -1.644 0.315 3.590
H41 0.859 1.746 2.972
H42 0.657 2.386 1.325
H43 -0.592 0.292 1.357
H44 -1.823 1.571 1.442

4.
Computed, not measured: the molecule C5H10O, with ωB97M-V with the def2-TZVPD basis set.

## Properties
Calculated total energy, eV: -7394.484
Max |F|, eV/A: 0.45
Kohn-Sham gap, eV: 10.470
SMILES: CCC(=O)CC

Cartesian coordinates (Å):
C1 0.273 -2.074 -0.633
C2 0.124 -1.288 0.693
C3 -0.666 -0.085 0.268
O1 -1.874 -0.025 0.348
C4 0.150 1.009 -0.399
C5 -0.100 2.316 0.340
H1 1.268 -2.510 -0.740
H2 -0.494 -2.851 -0.703
H3 0.121 -1.407 -1.494
H4 1.099 -0.991 1.099
H5 -0.422 -1.829 1.469
H6 -0.178 1.088 -1.441
H7 1.215 0.739 -0.399
H8 0.319 2.272 1.351
H9 0.344 3.165 -0.183
H10 -1.179 2.470 0.423